# 1
# C22H62N4O7

A cluster of 7 separate species, C22H62N4O7 in total at a distorted geometry (ωB97M-V/def2-TZVPD, the Open Molecules 2025 dataset).

```
! wB97M-V def2-TZVPD RIJCOSX def2/J DEFGRID3
* xyz 0 1
C -15.8581 27.9814 -18.3678
O -15.8300 26.9644 -17.3994
C -16.2495 25.6411 -17.8964
C -17.7568 25.6095 -18.3701
C -18.7697 26.2647 -17.3211
N -18.1545 24.2338 -18.5992
H -16.8984 28.1285 -18.6580
H -15.2361 27.7686 -19.2372
H -15.4673 28.9254 -17.9880
H -15.5426 25.2781 -18.6424
H -16.1772 25.0319 -16.9954
H -17.7672 26.1350 -19.3250
H -18.8172 25.8177 -16.3281
H -19.7871 26.2457 -17.7118
H -18.3934 27.2823 -17.2163
H -18.1770 23.7030 -17.7402
H -17.4416 23.7847 -19.1561
C -3.7223 16.5506 -14.3258
O -4.8180 17.3797 -14.3823
C -4.9000 18.4946 -13.4823
C -6.3433 19.0541 -13.4936
C -6.5116 20.2100 -12.5066
N -7.2493 17.9998 -13.0664
H -3.4780 15.9250 -15.1843
H -3.7589 15.8092 -13.5276
H -2.8110 17.0568 -14.0072
H -4.6210 18.2122 -12.4672
H -4.1787 19.2318 -13.8350
H -6.5644 19.3723 -14.5125
H -6.5808 19.7688 -11.5123
H -7.4863 20.6489 -12.7199
H -5.8091 21.0434 -12.5047
H -7.0118 17.7095 -12.1286
H -7.0302 17.1840 -13.6201
C -13.4565 11.6396 -15.7281
O -12.6426 11.9121 -14.5786
C -12.9327 13.1782 -13.9115
C -11.8229 13.4663 -12.8316
C -11.6889 12.2822 -11.8741
N -12.1472 14.6297 -11.9766
H -14.5300 11.7151 -15.5550
H -13.3392 10.6265 -16.1129
H -13.2724 12.4030 -16.4840
H -13.0027 13.9593 -14.6686
H -13.9112 13.0924 -13.4389
H -10.9484 13.7503 -13.4170
H -10.7307 12.3103 -11.3552
H -11.5472 11.4203 -12.5260
H -12.6022 12.1614 -11.2916
H -11.3972 14.7522 -11.3113
H -12.0576 15.4594 -12.5454
C -9.2489 14.7980 -18.9385
O -8.1408 14.5520 -19.8038
C -7.6590 13.2320 -19.7072
C -6.6489 13.0516 -20.8523
C -7.2378 13.2292 -22.2524
N -6.1004 11.6932 -20.7580
H -10.1355 14.2662 -19.2838
H -9.4446 15.8654 -19.0408
H -9.1295 14.6107 -17.8714
H -7.1846 13.0775 -18.7381
H -8.4968 12.5423 -19.8098
H -5.9155 13.8564 -20.8036
H -8.1179 12.6316 -22.4896
H -6.5011 13.1600 -23.0528
H -7.6449 14.2375 -22.3268
H -6.8036 11.0215 -21.0308
H -5.9582 11.4612 -19.7854
C -8.7991 27.0311 -15.1381
C -7.6665 27.1848 -16.1142
O -6.5513 27.8012 -15.3970
H -9.7483 27.2019 -15.6460
H -8.8244 27.8228 -14.3893
H -8.8055 26.0358 -14.6940
H -7.8095 27.9181 -16.9078
H -7.3593 26.2710 -16.6227
H -5.8258 27.7566 -16.0242
C -18.2341 22.4877 -11.3597
C -17.1380 22.3774 -10.2522
O -17.6402 22.5492 -8.9163
H -18.8854 23.3444 -11.1862
H -18.8299 21.5786 -11.2785
H -17.8486 22.3831 -12.3739
H -16.5232 23.2698 -10.3693
H -16.5478 21.4738 -10.4047
H -16.8987 22.9039 -8.4204
C -12.6762 21.9508 -14.8097
C -11.8259 20.8740 -15.4990
O -11.8167 19.6312 -14.8091
H -13.7168 21.8821 -15.1266
H -12.3643 22.9542 -15.0996
H -12.7422 21.7356 -13.7432
H -10.7952 21.2226 -15.5645
H -12.1956 20.6970 -16.5090
H -10.9203 19.4472 -14.5188
*
```

## Properties
orbital gap	9.390	eV
maximum force	0.04961	Eh/bohr
energy above the lowest of the compared OMol25 structures with the same formula, charge and spin	2.913	eV
E_HOMO	-0.3359	Eh
DFT total energy	-44107.066	eV

Mulliken atomic charge list, values in e, 2 entries: number 1, C, carries -0.650; number 2, O, carries -0.375



# 2
# C22H63N11O10

A cluster of 10 separate species, C22H63N11O10 in total at a distorted geometry (ωB97M-V/def2-TZVPD, the Open Molecules 2025 dataset).

```
! wB97M-V def2-TZVPD RIJCOSX def2/J DEFGRID3
* xyz 1 2
C 2.5322 -1.8212 -2.0608
C 1.6622 -3.0849 -2.1758
C 2.2093 -4.1203 -3.2288
C 3.4712 -4.8479 -2.8260
C 3.4035 -5.5154 -1.4368
C 2.7440 -4.6018 -0.3534
N 1.5852 -3.8255 -0.8848
O 0.8585 -3.1345 0.0681
C 2.2110 -5.6389 0.7066
C 3.7627 -3.6581 0.1915
C 0.2996 -2.7212 -2.6798
H 2.1360 -0.9461 -2.5759
H 3.4703 -2.0773 -2.5533
H 2.6123 -1.5134 -1.0183
H 1.4746 -4.9224 -3.2991
H 2.4456 -3.6897 -4.2019
H 4.2954 -4.1424 -2.7213
H 3.7676 -5.6373 -3.5166
H 4.4616 -5.7428 -1.3072
H 3.0030 -6.5291 -1.4283
H 2.0072 -5.1225 1.6446
H 1.3255 -6.2488 0.5275
H 3.0296 -6.2827 1.0283
H 3.3326 -3.0222 0.9653
H 4.5479 -4.1014 0.8039
H 4.2455 -3.0805 -0.5968
H -0.2989 -2.1301 -1.9867
H -0.3102 -3.6247 -2.6812
H 0.2722 -2.5348 -3.7534
H -0.0008 -3.5569 -0.0017
C -4.4321 -2.2623 -0.0634
O -4.2637 -2.6244 1.1161
N -3.9616 -1.1024 -0.4937
N -5.1815 -2.9275 -0.8819
H -4.4330 -0.6702 -1.2755
H -3.4498 -0.5947 0.2137
H -5.4973 -3.7861 -0.4540
H -5.5048 -2.5623 -1.7663
C 1.9208 4.9598 2.5659
O 1.1769 5.5568 3.2887
N 3.2055 4.8393 2.8114
N 1.6076 4.4547 1.3720
H 3.7853 4.4493 2.0822
H 3.5480 5.1148 3.7208
H 0.6174 4.4332 1.1741
H 2.1886 3.7153 1.0036
C -4.0040 1.5112 4.0171
O -4.3434 2.5550 3.4525
N -3.1159 0.6964 3.5407
N -4.2721 1.1713 5.2648
H -2.9651 0.8151 2.5491
H -2.9204 -0.1032 4.1260
H -4.7754 1.7156 5.9508
H -4.0700 0.1853 5.3488
C 4.8064 2.5426 -0.2551
O 3.6703 3.0563 -0.3817
N 5.7419 2.9898 0.4938
N 4.9939 1.2470 -0.6248
H 6.4746 2.3297 0.7117
H 5.6228 3.8730 0.9691
H 4.1862 0.8335 -1.0684
H 5.9310 0.9383 -0.8405
C -1.9827 4.8579 1.9265
O -1.1032 4.7687 1.0443
N -3.1550 4.4290 1.7701
N -1.8330 5.2922 3.1588
H -3.6969 4.1050 2.5584
H -3.2577 4.0379 0.8446
H -0.8407 5.4252 3.2921
H -2.5150 5.2815 3.9037
C 0.4434 1.1867 0.1523
C -0.8529 0.3860 0.1457
O -1.9263 1.0581 0.7980
H 0.6674 1.4218 1.1928
H 0.3439 2.1676 -0.3126
H 1.2795 0.8247 -0.4460
H -0.7321 -0.5472 0.6960
H -1.1180 0.1074 -0.8742
H -2.1130 1.8294 0.2578
C -0.4845 -2.3149 3.5442
C -1.3426 -3.4022 3.0755
O -2.7643 -3.1315 3.2181
H -0.5368 -2.2487 4.6309
H -0.8262 -1.3941 3.0714
H 0.5447 -2.4650 3.2181
H -1.0752 -4.2723 3.6750
H -1.1557 -3.4982 2.0059
H -3.2565 -3.1375 2.3939
C -5.3214 4.2433 -1.6746
C -5.0022 2.7262 -1.7871
O -4.3114 2.6260 -0.5660
H -5.8223 4.5579 -2.5901
H -4.3951 4.8078 -1.5678
H -5.9685 4.5715 -0.8612
H -4.4568 2.5391 -2.7121
H -5.8670 2.0627 -1.7831
H -5.0119 2.5736 0.0883
C 1.7219 1.3050 -4.0906
C 1.5555 2.6601 -4.8578
O 2.8395 3.1852 -5.2017
H 0.8361 0.7371 -3.8061
H 2.0419 1.5257 -3.0723
H 2.4919 0.6905 -4.5571
H 1.0025 3.4263 -4.3143
H 1.0207 2.5456 -5.8006
H 3.0922 2.9738 -6.1034
*
```

## Properties
orbital gap (spin up / spin down)	7.604 / 3.196	eV
maximum force	0.12607	Eh/bohr
E_HOMO (spin up / spin down)	-0.3756 / -0.3756	Eh
DFT total energy	-60693.845	eV

Mulliken atomic charge list, values in e, 2 entries: number 1, C, carries -1.359; number 2, C, carries 2.231